(1)
Formula: C20H22N5NaO6S
Source: the OMol25 dataset
Level of theory: ωB97M-V/def2-TZVPD

Output
total charge = -2
maximum force = 1.652 eV/Å
relative energy (zero: lowest compared OMol25 entry of this formula, charge and spin) = 0.0 kcal per mole
calculated total energy = -56086.29162 eV

Each line ends with the natural charge from an NBO analysis.
Geometry (Å):
1 Na -0.72 0.44 0.26  0.89
2 N 1.18 -3.64 2.59  -0.85
3 C 0.05 -2.85 2.25  0.25
4 S -1.07 -3.56 1.18  -0.53
5 N 0.01 -1.72 2.89  -0.49
6 N -0.86 -0.74 2.53  -0.26
7 C -1.40 -0.12 3.52  0.06
8 C -2.28 1.03 3.44  -0.21
9 C -2.67 1.64 4.64  -0.17
10 C -3.52 2.73 4.68  -0.34
11 C -4.00 3.25 3.48  -0.23
12 C -3.65 2.67 2.28  -0.29
13 C -2.77 1.55 2.20  0.41
14 O -2.45 1.05 1.07  -0.84
15 H 0.98 -4.61 2.45  0.37
16 H 1.52 -3.44 3.52  0.36
17 H -1.17 -0.47 4.53  0.13
18 H -2.28 1.23 5.57  0.18
19 H -3.79 3.18 5.63  0.18
20 H -4.66 4.11 3.50  0.18
21 H -4.01 3.09 1.35  0.18
22 C 3.22 -1.00 -4.99  -0.25
23 O 4.21 -1.06 -3.99  -0.53
24 C 3.83 -0.66 -2.73  0.40
25 C 4.80 -0.78 -1.74  -0.38
26 C 4.48 -0.40 -0.45  -0.14
27 C 3.24 0.12 -0.12  -0.30
28 C 2.96 0.57 1.27  0.59
29 C 3.50 -0.30 2.38  -0.72
30 O 2.35 1.60 1.52  -0.55
31 C 2.23 0.23 -1.13  0.52
32 O 1.03 0.66 -0.86  -0.75
33 C 2.57 -0.17 -2.44  -0.45
34 H 3.70 -1.37 -5.90  0.17
35 H 2.87 0.02 -5.16  0.18
36 H 2.36 -1.63 -4.75  0.18
37 H 5.78 -1.16 -2.00  0.20
38 H 5.25 -0.48 0.31  0.19
39 H 4.60 -0.29 2.36  0.20
40 H 3.17 -1.32 2.23  0.25
41 H 3.15 0.07 3.34  0.23
42 H 1.80 -0.06 -3.19  0.23
43 C -2.50 -0.78 -4.53  -0.42
44 N -3.19 0.08 -3.60  -0.66
45 C -2.87 -0.01 -2.23  0.79
46 N -3.75 0.63 -1.42  -0.86
47 O -1.89 -0.64 -1.88  -0.66
48 H -2.38 -0.27 -5.49  0.17
49 H -3.01 -1.73 -4.69  0.17
50 H -1.52 -0.98 -4.10  0.25
51 H -4.15 0.29 -3.81  0.36
52 H -4.30 1.36 -1.83  0.36
53 H -3.41 0.83 -0.45  0.46
54 O -0.72 2.10 -1.44  -0.65
55 C 0.20 1.69 -2.03  0.42

(2)
Formula: C17H22BBr2MoN3O4S3Sb
Source: the OMol25 dataset
Level of theory: ωB97M-V/def2-TZVPD

Output
maximum force = 2.046 eV/Å
relative energy (zero: lowest compared OMol25 entry of this formula, charge and spin) = 0.0 kcal per mole
multiplicity = 2
calculated total energy = -212313.49025 eV

Each line ends with the natural charge from an NBO analysis.
Geometry (Å):
1 Mo 0.60 0.82 0.17  0.91
2 S 3.18 3.29 2.38  -0.88
3 Sb 1.55 2.06 3.35  1.06
4 S 1.89 -0.20 2.00  -0.29
5 S -0.25 2.43 1.59  -0.58
6 Br -1.12 -2.76 -3.07  0.08
7 C 0.49 -1.76 -3.13  -0.13
8 C 1.35 -1.88 -4.21  -0.24
9 C 2.54 -1.18 -4.24  -0.08
10 Br 3.69 -1.41 -5.73  0.06
11 C 2.93 -0.33 -3.19  -0.13
12 C 4.13 0.39 -3.09  -0.12
13 C 4.36 1.15 -1.96  -0.24
14 C 3.39 1.25 -0.96  0.06
15 N 2.23 0.60 -1.04  -0.45
16 C 2.01 -0.20 -2.12  0.16
17 C 0.79 -0.93 -2.04  0.31
18 O 0.10 -0.81 -0.96  -0.65
19 H 1.09 -2.54 -5.02  0.24
20 H 4.87 0.34 -3.88  0.24
21 H 5.28 1.70 -1.84  0.23
22 H 3.54 1.87 -0.08  0.25
23 C -1.94 2.62 -3.53  -0.41
24 N -1.06 3.53 -2.82  -0.60
25 C -0.28 3.07 -1.82  0.81
26 N 0.57 3.94 -1.23  -0.82
27 O -0.32 1.86 -1.53  -0.69
28 H -2.48 3.16 -4.30  0.21
29 H -2.66 2.16 -2.84  0.21
30 H -1.36 1.81 -3.98  0.21
31 H -1.07 4.50 -3.06  0.40
32 H 0.44 4.93 -1.34  0.40
33 H 0.98 3.64 -0.34  0.44
34 C -2.55 -2.78 1.60  -0.63
35 C -1.45 -2.28 2.53  0.25
36 C -0.94 -3.42 3.42  -0.63
37 O -0.32 -1.87 1.74  -0.72
38 B 0.22 -0.78 2.32  0.87
39 O -0.54 -0.27 3.34  -0.74
40 C -1.79 -0.99 3.36  0.26
41 C -2.20 -1.25 4.81  -0.63
42 C -2.84 -0.10 2.69  -0.63
43 H -2.19 -3.67 1.09  0.22
44 H -2.79 -2.04 0.86  0.23
45 H -3.44 -3.04 2.17  0.21
46 H -0.54 -4.21 2.78  0.22
47 H -1.73 -3.84 4.03  0.21
48 H -0.13 -3.07 4.06  0.21
49 H -1.40 -1.71 5.37  0.22
50 H -3.08 -1.89 4.82  0.21
51 H -2.45 -0.31 5.29  0.22
52 H -2.57 0.12 1.65  0.22
53 H -2.89 0.85 3.23  0.23
54 H -3.82 -0.56 2.72  0.21

(3)
Formula: C39H41BrF5NO
Source: the OMol25 dataset
Level of theory: ωB97M-V/def2-TZVPD

Output
maximum force = 1.171 eV/Å
relative energy (zero: lowest compared OMol25 entry of this formula, charge and spin) = 0.7 kcal per mole
calculated total energy = -128276.62452 eV
SMILES = O=C1C[C@](CCCBr)(C(F)(F)C(F)(F)F)CN1.c1ccccc1.c1ccccc1.c1ccccc1.c1ccccc1.c1ccccc1

Each line ends with the Mulliken charge.
Geometry (Å):
1 O -4.12 -1.19 -2.23  -0.64
2 C -3.67 -0.06 -2.28  0.16
3 C -2.29 0.39 -1.82  -0.98
4 C -2.50 1.84 -1.38  1.87
5 C -1.27 2.78 -1.43  -1.64
6 C 0.15 2.17 -1.37  -0.28
7 C 0.61 1.63 -2.72  -0.74
8 Br 2.55 1.41 -2.78  -0.18
9 C -3.20 1.96 -0.01  0.48
10 F -3.50 3.27 0.24  -0.27
11 F -4.40 1.29 -0.02  -0.36
12 C -2.41 1.41 1.24  0.65
13 F -1.27 0.81 0.87  -0.16
14 F -2.07 2.40 2.07  -0.23
15 F -3.14 0.53 1.91  -0.28
16 C -3.54 2.26 -2.48  -1.25
17 N -4.31 1.05 -2.81  -0.20
18 H -1.69 0.43 -2.75  0.42
19 H -1.80 -0.29 -1.13  0.29
20 H -1.35 3.50 -0.61  0.31
21 H -1.32 3.38 -2.35  0.45
22 H 0.83 2.97 -1.08  0.62
23 H 0.25 1.39 -0.62  0.11
24 H 0.23 0.62 -2.92  0.30
25 H 0.35 2.28 -3.55  0.42
26 H -2.96 2.54 -3.37  0.45
27 H -4.18 3.11 -2.22  0.33
28 H -5.31 1.06 -2.64  0.37
29 C -1.78 -3.42 -1.23  -0.05
30 C -2.25 -4.73 -1.25  -0.65
31 C -1.41 -5.78 -0.91  -0.45
32 C -0.09 -5.52 -0.55  -0.60
33 C 0.38 -4.21 -0.53  -0.05
34 C -0.47 -3.17 -0.87  -0.59
35 H -2.45 -2.61 -1.50  0.30
36 H -3.28 -4.93 -1.54  0.44
37 H -1.77 -6.80 -0.94  0.35
38 H 0.57 -6.34 -0.30  0.41
39 H 1.40 -4.01 -0.25  0.35
40 H -0.09 -2.15 -0.85  0.53
41 C -2.07 8.08 3.60  -0.39
42 C -2.87 7.24 2.85  -0.53
43 C -2.49 5.91 2.66  -0.31
44 C -1.33 5.43 3.24  -0.17
45 C -0.53 6.28 4.00  -0.35
46 C -0.90 7.61 4.18  -0.44
47 H -2.36 9.12 3.75  0.36
48 H -3.78 7.61 2.40  0.37
49 H -3.12 5.25 2.07  0.44
50 H -1.04 4.40 3.10  0.24
51 H 0.39 5.91 4.44  0.41
52 H -0.28 8.27 4.77  0.37
53 C 1.18 0.59 3.90  -0.66
54 C 0.54 1.77 4.29  -0.03
55 C 1.03 2.51 5.35  -0.54
56 C 2.17 2.08 6.03  -0.40
57 C 2.80 0.91 5.65  -0.52
58 C 2.31 0.17 4.59  -0.34
59 H 0.80 0.01 3.07  0.51
60 H -0.35 2.09 3.76  0.26
61 H 0.53 3.42 5.65  0.41
62 H 2.55 2.66 6.86  0.37
63 H 3.69 0.58 6.18  0.37
64 H 2.80 -0.75 4.29  0.56
65 C 0.87 -4.71 -4.07  -0.13
66 C 0.47 -5.30 -5.26  -0.49
67 C 1.39 -5.49 -6.29  -0.41
68 C 2.71 -5.09 -6.12  -0.42
69 C 3.11 -4.51 -4.93  -0.55
70 C 2.19 -4.32 -3.90  0.11
71 H 0.16 -4.57 -3.27  0.17
72 H -0.56 -5.60 -5.40  0.40
73 H 1.08 -5.95 -7.22  0.36
74 H 3.43 -5.24 -6.92  0.37
75 H 4.14 -4.20 -4.80  0.40
76 H 2.50 -3.86 -2.97  0.23
77 C 3.27 -2.39 -0.51  -0.33
78 C 3.27 -1.27 0.31  -0.43
79 C 3.79 -1.34 1.59  -0.64
80 C 4.30 -2.54 2.07  -0.43
81 C 4.29 -3.67 1.26  -0.45
82 C 3.78 -3.59 -0.03  -0.34
83 H 2.87 -2.33 -1.51  0.40
84 H 2.88 -0.33 -0.05  0.36
85 H 3.79 -0.45 2.21  0.64
86 H 4.70 -2.60 3.08  0.40
87 H 4.68 -4.60 1.63  0.40
88 H 3.78 -4.47 -0.66  0.42

(4)
Formula: C3H8N2
Source: the OMol25 dataset
Level of theory: ωB97M-V/def2-TZVPD

Output
maximum force = 2.994 eV/Å
relative energy (zero: lowest compared OMol25 entry of this formula, charge and spin) = 32.5 kcal per mole
calculated total energy = -6220.43645 eV
SMILES = [H]/N=C\NCC

Each line ends with the natural charge from an NBO analysis.
Geometry (Å):
1 H 2.92 0.00 0.95  0.32
2 N 2.75 0.34 0.01  -0.70
3 C 1.58 0.04 -0.37  0.29
4 N 0.55 -0.57 0.28  -0.62
5 C -0.78 -0.62 -0.24  -0.21
6 C -1.61 0.65 0.10  -0.62
7 H 1.35 0.29 -1.40  0.15
8 H 0.65 -0.61 1.33  0.38
9 H -1.29 -1.55 0.06  0.20
10 H -0.69 -0.73 -1.30  0.20
11 H -1.04 1.55 -0.21  0.22
12 H -1.78 0.66 1.18  0.20
13 H -2.63 0.55 -0.39  0.21